Record 1
Entry from the OMol25 dataset: the ion C6H5N2 with charge +1 in a non-equilibrium geometry (ωB97M-V with the def2-TZVPD basis set).

Geometry as XYZ:
```
13
Properties=species:S:1:pos:R:3:forces:R:3:mulliken_charge:R:1
N 1.860104 3.029564 -0.009911 -2.8 -4.2 0.3 -0.31
N 1.241827 2.078331 0.027150 2.9 4.8 -0.7 0.62
C -0.806720 -1.453932 -0.099969 1.1 1.1 1.2 -0.14
C -1.116874 -0.482929 -1.055175 -0.6 -2.7 0.8 -0.67
C 0.148600 -1.191335 0.961758 -2.0 -0.5 -1.5 -0.45
C -0.367480 0.633058 -0.983067 0.2 0.5 0.2 -0.29
C 0.811278 0.026260 1.094249 -0.6 -1.2 -0.4 -0.55
C 0.557111 0.896775 0.010448 0.1 -1.0 1.4 0.75
H -1.318453 -2.402034 -0.027403 -0.1 0.0 -0.3 0.38
H -1.923343 -0.700500 -1.778779 0.8 0.6 0.3 0.39
H 0.064240 -2.065357 1.587941 1.2 0.5 1.0 0.34
H -0.585811 1.343863 -1.674609 -0.2 2.3 -1.9 0.48
H 1.435520 0.288237 1.947367 0.0 -0.1 -0.3 0.43
```
Forces are in eV/Å.

The SMILES is N#[N+]c1ccccc1. As for the calculated total energy: -340.81807 Ha. The spin multiplicity is 1. The max |F| comes out at 5.641 eV Å⁻¹. Its total charge is +1. The calculation puts the HOMO energy at -14.84 eV. Its energy above the lowest of the compared OMol25 structures with the same formula, charge and spin is 7.0 kcal per mole.



Record 2
Entry from the OMol25 dataset: an isolated molecule of C6H5N2O4P in a non-equilibrium geometry (ωB97M-V with the def2-TZVPD basis set).

Geometry as XYZ:
```
18
Properties=species:S:1:pos:R:3:forces:R:3:mulliken_charge:R:1
C -0.227224 1.212064 2.440028 0.0 -2.5 -1.6 -0.43
C 0.556970 1.651415 1.422531 -0.6 -1.0 0.3 -0.73
C -0.714403 -0.073156 2.382304 -3.0 -2.3 2.4 -0.36
C 0.803476 0.828709 0.390284 1.4 -1.1 -2.2 0.04
C -0.405132 -1.006711 1.410513 1.8 2.1 -1.6 -0.34
C 0.398875 -0.541270 0.352696 0.3 1.9 -0.4 0.38
N 0.538714 -1.410876 -0.735964 0.9 -1.1 2.1 -0.49
N 0.955922 -1.150060 -1.854226 1.0 2.0 2.2 1.08
O -0.920680 0.104302 -4.298295 -0.1 0.3 -1.3 -0.70
O -1.455233 -0.744572 -1.862792 -1.6 0.0 0.6 -0.53
O 0.629338 -1.867102 -2.849703 -1.1 -1.6 -2.2 -0.59
O 0.894376 0.149392 -2.352127 -0.6 0.2 0.2 -0.44
P -0.626098 -0.433050 -3.004371 1.0 0.2 -0.6 1.09
H -0.554795 1.716322 3.238034 -0.8 2.5 2.7 0.53
H 0.952955 2.581224 1.284148 0.7 2.6 0.4 0.47
H -1.535869 -0.391156 3.185116 2.1 0.7 -1.7 0.19
H 1.399083 1.359864 -0.363553 -0.3 -1.2 -0.2 0.29
H -0.690273 -1.985339 1.215377 -1.1 -1.7 0.7 0.54
```
Forces are in eV/Å.

As for the calculated total energy: -983.31013 Ha. The spin multiplicity is 1. The max |F| comes out at 4.437 eV Å⁻¹. Its total charge is 0. The calculation puts the HOMO energy (alpha / beta) at -10.28 / -10.28 eV. Its energy above the lowest of the compared OMol25 structures with the same formula, charge and spin is 78.2 kcal per mole.



Record 3
Entry from the OMol25 dataset: the ion C6H5N2OS with charge -1 in a non-equilibrium geometry (ωB97M-V with the def2-TZVPD basis set).

Geometry as XYZ:
```
15
Properties=species:S:1:pos:R:3:forces:R:3:mulliken_charge:R:1
C -1.159210 0.507865 0.097739 2.8 -0.5 -1.6 0.42
C -0.522521 -0.716564 -0.409181 1.5 1.1 1.3 -0.73
C 1.180069 1.266975 0.773953 -1.3 1.4 0.4 -0.49
C 1.684003 0.027593 0.537806 2.2 -1.6 -0.5 0.10
C -2.758813 0.219416 -0.190862 1.3 0.5 -1.1 0.24
C -0.159129 1.575441 0.384289 -3.4 -3.8 0.4 -0.54
N 0.865961 -0.783066 -0.169582 -2.8 -1.1 -1.1 0.48
N 1.432775 -1.932046 -0.801116 2.5 1.2 0.5 -0.94
O -3.070755 0.109247 -1.381183 0.4 0.6 1.3 -0.58
S -3.633217 -0.173591 1.189754 -0.2 0.2 0.5 -0.52
H 1.613243 2.054574 1.395768 0.6 -0.5 -0.4 0.30
H 2.751839 -0.476373 0.698204 -2.5 1.6 0.0 0.28
H -0.678551 2.469375 0.596186 0.4 1.5 0.3 0.37
H 1.773562 -1.630400 -1.713630 0.1 0.1 0.2 0.24
H 0.680737 -2.518447 -1.008145 -1.7 -0.9 -0.1 0.39
```
Forces are in eV/Å.

As for the calculated total energy: -814.47482 Ha. The spin multiplicity is 1. The max |F| comes out at 5.099 eV Å⁻¹. Its total charge is -1. The calculation puts the HOMO energy at -3.43 eV. Its energy above the lowest of the compared OMol25 structures with the same formula, charge and spin is 14.4 kcal per mole.



Record 4
Entry from the OMol25 dataset: a structure of composition C6H5N2P in a non-equilibrium geometry (ωB97M-V with the def2-TZVPD basis set).

Geometry as XYZ:
```
14
Properties=species:S:1:pos:R:3:forces:R:3:mulliken_charge:R:1
C -1.373676 -1.145731 -0.258475 0.8 -0.7 -0.2 -0.18
C -2.243968 0.991290 0.089553 -0.5 -0.2 0.0 0.01
C -0.078935 -0.803064 -0.145128 -0.8 5.6 0.6 0.39
C 0.012966 1.134873 0.077311 -0.9 -5.6 -0.7 0.38
C 1.257053 -1.221192 -0.157316 1.0 -0.4 0.0 -0.84
C 2.223678 -0.279382 -0.074949 -0.3 -0.2 -0.2 -0.14
N -2.395159 -0.271416 -0.096649 -0.7 0.3 0.1 -0.51
N -1.093983 1.730743 0.116413 0.4 1.0 0.2 -0.53
P 1.729944 1.459042 -0.138153 0.6 0.1 -0.3 -0.17
H -1.703284 -2.152334 -0.505191 0.1 -0.1 0.1 0.39
H -3.148313 1.572731 0.219188 0.0 0.1 0.0 0.39
H 1.509739 -2.273728 -0.193754 0.1 -0.1 0.0 0.35
H 3.273701 -0.533870 -0.113743 0.0 0.0 0.1 0.41
H 2.030235 1.792035 1.180899 0.2 0.2 0.4 0.06
```
Forces are in eV/Å.

As for the calculated total energy: -682.39092 Ha. The spin multiplicity is 1. The max |F| comes out at 5.704 eV Å⁻¹. Its total charge is 0. The calculation puts the HOMO energy at -8.83 eV. Its energy above the lowest of the compared OMol25 structures with the same formula, charge and spin is 29.0 kcal per mole.



Record 5
Entry from the OMol25 dataset: an isolated molecule of C6H5N3O in a non-equilibrium geometry (ωB97M-V with the def2-TZVPD basis set).

Geometry as XYZ:
```
15
Properties=species:S:1:pos:R:3:forces:R:3:mulliken_charge:R:1
C -2.619653 1.185805 0.002945 -2.0 -0.6 0.3 0.41
C -0.312529 1.858194 0.021996 1.2 -0.7 1.0 -0.38
C 0.961091 1.218348 0.056093 0.5 -1.1 -0.9 -0.63
C -1.285409 0.899969 0.110583 2.0 -1.8 -0.9 -0.19
C 0.700969 -0.136418 -0.003056 1.6 0.0 1.1 0.64
C 1.771686 -1.184664 0.006895 1.1 -1.3 -2.8 -0.91
N -3.750904 1.390964 -0.016934 -0.3 0.2 -0.1 -0.51
N -0.625221 -0.473724 0.002762 -0.3 2.0 0.4 0.07
N -0.742979 -2.117530 0.041650 -3.1 0.2 -0.1 0.22
O -1.801516 -2.606430 -0.029180 2.4 1.8 0.2 -0.27
H -0.442667 2.919161 0.096044 -0.5 0.2 -0.2 0.42
H 2.037769 1.531859 -0.039748 -1.7 0.2 0.3 0.32
H 2.042384 -1.714421 0.946947 -0.4 0.7 -0.4 0.23
H 1.287420 -1.990307 -0.677956 1.8 1.0 1.0 0.30
H 2.779557 -0.780812 -0.519047 -2.5 -0.9 1.3 0.29
```
Forces are in eV/Å.

The SMILES is Cc1ccc(C#N)n1N=O. As for the calculated total energy: -470.97531 Ha. The spin multiplicity is 1. The max |F| comes out at 3.301 eV Å⁻¹. Its total charge is 0. The calculation puts the HOMO energy at -8.70 eV. Its energy above the lowest of the compared OMol25 structures with the same formula, charge and spin is 107.4 kcal per mole.



Record 6
Entry from the OMol25 dataset: an isolated molecule of C6H5N3O in a non-equilibrium geometry (ωB97M-V with the def2-TZVPD basis set).

Geometry as XYZ:
```
15
Properties=species:S:1:pos:R:3:forces:R:3:mulliken_charge:R:1
C -0.156942 -1.108890 1.439016 0.0 -0.6 1.2 0.40
C -1.480855 0.790390 1.525131 -0.7 -0.6 1.5 0.02
C -1.142858 1.287642 0.311460 1.7 -1.2 -1.3 -0.88
C -0.203522 0.440062 -0.378942 -0.8 3.1 -0.6 0.76
C 1.397223 -0.382485 -1.786125 0.1 1.2 -1.7 -0.34
C 1.269888 -1.193010 -0.739043 -1.0 -1.4 1.8 -0.38
H -2.151619 1.378393 2.151884 0.0 -0.1 -0.1 0.40
H -1.428467 2.271368 0.025026 -0.1 0.4 -0.6 0.33
H 0.295431 1.585359 -1.950913 0.7 -0.8 -0.5 0.23
H 2.003141 -0.443889 -2.763344 -1.2 0.1 2.1 0.32
H 1.574684 -2.185532 -0.422900 0.5 0.3 -0.5 0.43
N -1.095161 -0.358361 2.078960 0.4 0.2 -0.7 -0.62
N 0.470855 0.670548 -1.537086 -0.5 0.5 -0.1 -0.13
N 0.265094 -0.664644 0.130573 0.7 -1.2 0.0 0.09
O 0.383110 -2.086952 1.916302 0.1 -0.1 -0.6 -0.62
```
Forces are in eV/Å.

The SMILES is O=c1nccc2[nH]ccn12. As for the calculated total energy: -471.14243 Ha. The spin multiplicity is 1. The max |F| comes out at 3.300 eV Å⁻¹. Its total charge is 0. The calculation puts the HOMO energy at -8.15 eV. Its energy above the lowest of the compared OMol25 structures with the same formula, charge and spin is 2.5 kcal per mole.



Record 7
Entry from the OMol25 dataset: a cluster of 3 separate species, C6H5N3O4S in total in a non-equilibrium geometry (ωB97M-V with the def2-TZVPD basis set).

Geometry as XYZ:
```
19
Properties=species:S:1:pos:R:3:forces:R:3:mulliken_charge:R:1
C -0.407406 -0.616570 -0.922949 1.2 2.1 1.6 -0.52
C 0.257340 -1.397274 0.082309 0.3 -2.9 -3.6 -0.07
C -0.373523 0.705551 -0.697050 -2.2 0.0 -1.1 -0.57
C 1.047858 -0.929842 0.990542 1.0 1.5 2.2 -0.81
C 0.075221 1.299359 0.561039 1.2 -0.9 -1.7 0.52
C 1.084403 0.513387 1.355647 -0.3 -0.2 -0.7 0.61
N -0.213211 2.439306 0.947111 -1.2 2.6 0.1 -0.41
N -0.764251 2.131216 3.574362 -2.2 -1.9 0.3 -0.35
N 0.061937 2.847706 3.558738 1.3 1.8 0.7 0.90
O 1.742303 1.054300 2.199212 0.6 -0.4 0.4 -0.51
O 0.880279 3.668464 3.631919 1.0 0.6 -0.3 -0.55
O -2.564152 0.075604 2.226952 -1.9 0.1 -0.2 -0.50
O -0.742479 -0.945289 3.511228 -0.2 0.1 -0.1 -0.49
S -1.185535 -0.102246 2.439013 0.5 -1.2 1.4 1.03
H -0.591539 -1.103089 -1.828069 -1.0 -0.3 -1.3 0.47
H 0.422346 -2.436269 -0.287071 -0.5 0.4 1.1 0.33
H -0.882822 1.399196 -1.375012 0.4 -0.1 0.0 0.30
H 1.539902 -1.608063 1.603141 1.3 -0.9 1.0 0.41
H -0.940142 2.901248 0.361277 0.7 -0.4 0.3 0.22
```
Forces are in eV/Å.

As for the calculated total energy: -1094.88437 Ha. The spin multiplicity is 1. The max |F| comes out at 4.673 eV Å⁻¹. Its total charge is 0. The calculation puts the HOMO energy at -9.77 eV. Its energy above the lowest of the compared OMol25 structures with the same formula, charge and spin is 17.4 kcal per mole.



Record 8
Entry from the OMol25 dataset: a cluster of 2 separate species, C6H5N3O5 in total in a non-equilibrium geometry (ωB97M-V with the def2-TZVPD basis set).

Geometry as XYZ:
```
19
Properties=species:S:1:pos:R:3:forces:R:3:mulliken_charge:R:1
C 2.470567 0.752324 0.403994 -2.0 -0.5 0.7 0.32
C 1.323000 -1.189036 -0.560500 -1.5 0.2 0.1 0.65
C 0.765646 -0.396037 1.757417 0.1 -2.0 0.8 0.45
C -2.066791 1.550092 -1.391254 2.6 6.7 0.3 -0.61
C -2.272092 0.342199 -1.096300 0.9 -9.8 2.1 -0.11
C -0.535550 -2.147940 0.697898 0.0 -3.0 -4.5 -0.12
N 2.180356 -0.141550 -0.631463 0.5 1.4 1.9 -0.10
N 1.712438 0.625753 1.580730 -1.2 -1.9 -0.2 -0.09
N 0.449392 -1.189990 0.599172 2.1 1.8 0.2 0.18
O 3.231024 1.641469 0.301897 2.0 1.5 -0.6 -0.53
O 1.253068 -1.963828 -1.460328 -0.3 -1.0 -0.4 -0.54
O 0.305698 -0.798372 2.804266 0.8 2.0 -0.6 -0.54
O -0.864533 0.956836 -0.944377 -3.7 -0.7 -0.8 -0.23
O -1.193212 -2.528438 1.605771 -0.3 0.4 0.3 -0.43
H -2.330821 2.389770 -1.860359 -0.3 2.9 -1.8 0.45
H -2.698534 -0.607073 -0.758613 0.5 1.0 0.2 0.46
H -0.546204 -2.670687 -0.454655 -0.4 1.1 2.9 0.27
H 2.589004 0.130784 -1.506597 0.1 -0.4 -0.3 0.23
H 2.042937 1.000327 2.466210 0.1 0.2 -0.5 0.30
```
Forces are in eV/Å.

As for the expectation value of S²: 2.01. As for the calculated total energy: -771.89963 Ha. The spin multiplicity is 3. The max |F| comes out at 10.105 eV Å⁻¹. Its total charge is 0. The calculation puts the HOMO energy (alpha / beta) at -6.10 / -10.14 eV. Its energy above the lowest of the compared OMol25 structures with the same formula, charge and spin is 0.0 kcal per mole.